1.
Here is the molecule C5H8N2O from the Open Molecules 2025 dataset. Energies are from ωB97M-V with the def2-TZVPD basis set.

```
16
C5H8N2O, DFT ωB97M-V with the def2-TZVPD basis set
C 0.33 -0.79 -0.80
C -1.05 -0.52 -0.58
C 1.19 -1.45 0.21
C -0.85 1.09 -0.07
N -0.69 1.01 1.37
C 0.92 1.30 -0.48
O -1.54 1.90 -0.68
N 1.92 1.82 -0.75
H 0.73 -0.69 -1.80
H -0.34 1.90 1.69
H -1.63 0.89 1.76
H -1.51 -1.07 0.24
H -1.66 -0.47 -1.47
H 1.03 -2.53 0.10
H 0.89 -1.16 1.22
H 2.25 -1.24 0.05
```

## Properties
Calculated total energy (Eh): -379.93098
2S+1: 1
Maximum force (eV/A): 0.5
LUMO energy (eV): -1.5
HOMO-LUMO gap (eV): 7.9896
M (Da): 112.13

=====

2.
Here is a structure of composition C44H37Br2N6O4PS2Y from the Open Molecules 2025 dataset. Energies are from ωB97M-V with the def2-TZVPD basis set.

```
97
C44H37Br2N6O4PS2Y, DFT ωB97M-V with the def2-TZVPD basis set
Y -0.36 -0.22 0.28
Br 1.80 -0.63 6.94
C 1.12 -0.11 5.26
C 1.95 0.47 4.32
C 1.40 0.78 3.09
N 0.13 0.55 2.77
C -0.67 0.02 3.70
C -0.21 -0.33 4.96
C -2.09 -0.23 3.34
C -3.09 -0.02 4.29
C -4.39 -0.33 3.95
Br -5.79 0.00 5.17
C -4.66 -0.86 2.70
C -3.60 -1.00 1.82
N -2.34 -0.67 2.11
H 3.00 0.66 4.52
H 2.02 1.22 2.32
H -0.87 -0.78 5.69
H -2.85 0.38 5.26
H -5.66 -1.12 2.40
H -3.78 -1.40 0.82
N -0.41 2.53 0.54
C 0.56 3.50 0.08
C 0.35 4.86 0.28
C 1.27 5.79 -0.18
C 2.41 5.36 -0.86
C 2.62 4.01 -1.06
C 1.70 3.07 -0.58
P 1.97 1.28 -0.82
C 2.27 1.17 -2.61
C 1.14 1.07 -3.43
C 1.27 0.97 -4.80
C 2.53 0.95 -5.38
C 3.66 1.06 -4.58
C 3.54 1.17 -3.20
C 3.60 1.03 -0.03
C 4.04 1.91 0.96
C 5.20 1.64 1.68
C 5.94 0.50 1.40
C 5.53 -0.36 0.39
C 4.37 -0.10 -0.32
H -0.60 2.68 1.53
H -1.30 2.71 0.07
H -0.54 5.19 0.80
H 1.10 6.84 -0.02
H 3.12 6.08 -1.22
H 3.50 3.67 -1.59
H 0.16 1.08 -2.98
H 0.39 0.89 -5.42
H 2.64 0.86 -6.45
H 4.65 1.06 -5.03
H 4.42 1.26 -2.59
H 3.49 2.82 1.16
H 5.53 2.33 2.44
H 6.84 0.29 1.96
H 6.11 -1.24 0.15
H 4.08 -0.77 -1.11
S -2.00 -0.27 -1.97
C -3.16 0.61 -1.08
N -2.87 1.19 0.05
C -3.97 1.84 0.60
C -3.99 2.55 1.79
C -5.18 3.10 2.22
C -6.35 2.96 1.48
C -6.35 2.26 0.28
C -5.15 1.71 -0.15
S -4.83 0.77 -1.58
H -3.08 2.65 2.37
H -5.21 3.66 3.15
H -7.27 3.40 1.84
H -7.25 2.15 -0.31
O -2.77 -7.49 -3.15
C -3.16 -6.18 -3.46
N -2.23 -5.18 -2.97
C -1.15 -4.82 -3.70
O -0.93 -5.24 -4.82
C -0.20 -3.85 -3.06
C 1.07 -3.73 -3.61
C 1.98 -2.85 -3.04
C 1.56 -2.10 -1.96
N 0.33 -2.16 -1.45
C -0.52 -3.03 -1.99
H -2.05 -7.76 -3.74
H -4.12 -6.02 -2.98
H -3.25 -6.03 -4.54
H -2.24 -5.01 -1.98
H 1.32 -4.34 -4.47
H 2.98 -2.75 -3.42
H 2.24 -1.42 -1.46
H -1.51 -3.05 -1.55
C 1.94 -3.19 2.28
C 1.15 -2.15 1.54
O -0.10 -2.26 1.43
O 1.74 -1.14 1.05
H 1.60 -3.23 3.32
H 3.00 -2.96 2.24
H 1.75 -4.17 1.84
```

## Properties
Calculated total energy (Eh): -8652.62203
2S+1: 1
Maximum force (eV/A): 0.9
Net charge: +1
LUMO energy (eV): -2.8
HOMO-LUMO gap (eV): 7.5446
M (Da): 1057.64

=====

What is the M in the second record?
1057.64 Da

=====

What is the formula in the second record?
C44H37Br2N6O4PS2Y

=====

Which formula does entry 1 have?
C5H8N2O